1.
Entry from OMol25: a molecular structure, C27H72CrF6O27PS9 (ωB97M-V with the def2-TZVPD basis set).

```
143
Properties=species:S:1:pos:R:3:mulliken_spin:R:1
Cr -0.3173 0.0096 -0.0630 2.881
P -4.0405 2.8533 0.9818 0.002
F -5.0886 3.8827 1.7076 0.000
F -3.8372 2.1834 2.4713 0.000
F -5.2653 1.8739 0.7003 0.000
F -3.0934 1.7240 0.3147 0.002
F -4.3763 3.4937 -0.4501 0.000
F -2.6412 3.6984 1.0790 0.000
O 0.7687 1.0453 3.7666 0.005
S -0.4399 1.5638 3.0857 -0.005
O -0.6623 1.0793 1.7193 -0.015
O -1.8003 1.1739 3.9578 0.002
C -1.7987 1.7329 5.3007 -0.001
C -2.7885 0.8788 6.0352 0.000
C -0.5241 3.3475 3.3473 0.000
H -2.2522 2.7223 5.2415 0.000
H -0.8651 1.7366 5.8633 0.000
H -3.1678 1.4800 6.8616 0.000
H -2.4274 -0.0802 6.4069 0.000
H -3.7016 0.6626 5.4806 0.000
H 0.1011 3.8355 2.5996 -0.001
H -0.1975 3.5759 4.3618 0.000
H -1.4722 3.8481 3.1509 0.000
O 0.8028 0.3029 -2.0314 0.009
S 1.1778 0.1385 -3.4895 0.012
O 1.0757 -1.1746 -4.1372 0.002
O 0.2594 1.2988 -4.2892 -0.001
C 0.1742 1.3413 -5.7261 0.000
C -0.2994 2.6609 -6.1950 0.000
C 2.9488 0.8301 -3.8531 0.004
H -0.4388 0.5366 -6.1319 0.000
H 1.1474 1.2836 -6.2137 0.000
H -0.0852 2.7725 -7.2579 0.000
H 0.2386 3.4067 -5.6099 0.000
H -1.3516 2.9013 -6.0429 0.000
H 3.4724 0.0674 -4.4295 0.000
H 3.4178 1.2069 -2.9442 0.000
H 2.6961 1.7030 -4.4551 0.001
O 4.1768 -3.2161 -0.0701 0.000
S 3.7162 -2.4563 -1.2022 0.001
O 2.4452 -1.7156 -1.0275 0.011
O 4.8104 -1.2994 -1.4823 -0.001
C 6.1331 -1.7168 -1.1679 0.000
C 7.1254 -0.9709 -2.0684 0.000
C 3.7452 -3.4834 -2.8066 0.000
H 6.2779 -2.7962 -1.1232 0.000
H 6.2322 -1.4980 -0.1047 0.000
H 7.7174 -1.5627 -2.7665 0.000
H 7.9279 -0.6014 -1.4300 0.000
H 6.6151 -0.2285 -2.6821 0.000
H 4.0935 -4.4295 -2.3922 0.000
H 4.6169 -3.0527 -3.2993 0.000
H 2.7757 -3.3474 -3.2859 0.000
O -1.5100 -4.3289 -0.4984 0.000
S -0.5261 -3.5517 -1.3020 -0.008
O -0.3374 -2.0726 -0.9701 0.038
O 0.9044 -4.2663 -1.0208 -0.002
C 1.1187 -5.6269 -1.2486 0.000
C 0.9460 -6.5940 0.0243 0.000
C -0.7511 -3.9234 -3.1845 0.002
H 2.1782 -5.6239 -1.5048 0.000
H 0.5359 -6.0490 -2.0673 0.000
H 1.4422 -7.5645 0.0243 0.000
H -0.1065 -6.7067 0.2845 0.000
H 1.3464 -6.0793 0.8977 0.000
H -0.4941 -4.9573 -3.4151 -0.001
H -0.0344 -3.2065 -3.5852 0.000
H -1.8095 -3.7295 -3.3586 0.000
O 1.5996 0.7990 0.3726 0.015
S 2.8256 1.6394 0.5108 0.002
O 3.4340 2.3931 -0.5985 0.005
O 2.3427 2.8345 1.6003 0.005
C 3.2873 3.8043 2.1437 0.000
C 3.4252 3.5575 3.6540 0.000
C 4.2370 0.8130 1.4056 0.000
H 2.7838 4.7634 2.0220 0.000
H 4.2062 3.8359 1.5582 0.000
H 3.5726 2.4945 3.8449 0.000
H 2.5234 3.8747 4.1777 0.000
H 4.2691 4.0251 4.1612 0.000
H 4.8662 0.3045 0.6751 0.000
H 3.7773 0.0231 1.9997 0.000
H 4.8581 1.4453 2.0400 0.000
O 0.3557 -1.2195 1.4333 0.005
S 0.7387 -1.8906 2.6890 -0.013
O 1.9187 -1.4346 3.3857 0.000
O -0.5027 -1.9184 3.8498 0.001
C -0.2816 -2.2816 5.1970 0.000
C -1.5873 -2.8746 5.7384 0.000
C 0.8305 -3.6967 2.3346 -0.001
H 0.0036 -1.4280 5.8120 0.000
H 0.5457 -2.9877 5.2684 0.000
H -2.5128 -2.5034 5.2984 0.000
H -1.5965 -2.8095 6.8264 0.000
H -1.6352 -3.9608 5.8154 0.000
H 0.8062 -4.1687 3.3168 -0.001
H 1.6426 -4.0156 1.6813 0.000
H -0.0920 -4.0342 1.8623 0.000
O -2.6843 -0.4019 -3.8227 0.000
S -2.9021 0.2402 -2.5090 0.001
O -1.8368 0.1844 -1.4917 0.028
O -2.9270 1.8331 -2.8697 -0.001
C -3.5948 2.2990 -4.0282 0.000
C -4.8172 3.1628 -3.4773 0.000
C -4.5808 -0.0483 -1.8579 0.000
H -3.9418 1.4804 -4.6587 0.000
H -3.0433 3.0100 -4.6434 0.000
H -4.6373 4.1492 -3.0499 0.000
H -5.2820 2.6541 -2.6327 0.000
H -5.5716 3.3116 -4.2498 0.000
H -4.5648 0.2184 -0.8011 0.000
H -4.8932 -1.0716 -2.0660 0.000
H -5.2534 0.5901 -2.4308 0.000
O -0.2719 2.2998 -0.5086 0.022
S -0.0351 3.7116 -0.8362 -0.013
O 0.2384 4.7744 0.1083 0.002
O 1.1293 3.7191 -1.9568 0.005
C 1.9042 4.8909 -2.1683 0.000
C 2.8329 4.6920 -3.4078 0.000
C -1.3482 4.3302 -2.0630 0.002
H 2.4918 5.2775 -1.3357 0.000
H 1.2079 5.7160 -2.3188 0.000
H 3.4362 3.8217 -3.1495 0.000
H 3.3349 5.6369 -3.6155 0.000
H 2.2667 4.4147 -4.2970 0.000
H -1.4731 3.8206 -3.0184 0.000
H -1.1990 5.4021 -2.1932 0.000
H -2.2276 4.4611 -1.4324 0.000
O -2.0809 -0.7089 0.7776 -0.015
S -3.1833 -1.5608 1.2037 0.006
O -4.1834 -1.8608 0.2122 0.001
O -2.5199 -2.9888 1.9001 0.004
C -3.3901 -4.0675 2.2160 0.000
C -2.5316 -5.2640 2.7553 0.000
C -3.9863 -0.8981 2.7535 0.000
H -3.8268 -4.3086 1.2468 0.000
H -4.2186 -3.8039 2.8733 0.000
H -1.7163 -4.8509 3.3492 0.000
H -2.0449 -5.9002 2.0160 0.000
H -2.9878 -6.1496 3.1976 0.000
H -4.6090 -0.0556 2.4527 0.000
H -3.1414 -0.7654 3.4293 -0.002
H -4.6385 -1.7223 3.0425 -0.001
```

frontier orbital gap (alpha / beta)	6.9 / 8.6	eV
E_LUMO (alpha / beta)	-7.958 / -6.313	eV
charge	+2
spin multiplicity	4
DFT total energy	-8671.5214	hartree
M	1314.41	g mol⁻¹

=====

2.
Entry from OMol25: 7 unconnected molecules or ions with the total composition C27H72N3O18S6 (ωB97M-V with the def2-TZVPD basis set).

```
126
Properties=species:S:1:pos:R:3:mulliken_charge:R:1
C 1.7368 -2.6189 -2.7979 -1.171
C 1.5158 -1.6577 -4.0141 0.559
C 1.9950 -0.1932 -3.7585 -0.067
C 1.7735 0.7017 -5.0532 -0.950
N 1.2516 -0.0489 -6.2195 -0.438
N -0.1727 0.1266 -6.3343 0.375
C -0.8400 -1.0349 -7.0233 -0.681
C -1.8358 -1.7938 -6.1153 -0.414
C -3.0458 -0.9248 -5.6211 -0.826
C -3.0956 -0.8093 -4.0603 -0.704
C -2.0745 0.2291 -3.4906 0.419
N -2.6153 0.8159 -2.2488 -0.708
H 0.7946 -3.1908 -2.6599 0.334
H 1.9534 -2.1110 -1.8414 0.109
H 2.5239 -3.3746 -2.9751 0.337
H 0.4173 -1.6033 -4.1856 -0.591
H 2.0045 -2.1097 -4.8943 0.454
H 3.0704 -0.2409 -3.5091 0.550
H 1.3920 0.2244 -2.9274 -0.185
H 1.1907 1.6212 -4.8260 0.381
H 2.7828 1.0578 -5.3452 0.347
H 1.7110 0.3609 -7.0287 0.309
H -0.3067 0.9425 -6.9416 0.438
H -0.5650 0.3426 -5.4085 -0.217
H -0.0534 -1.7333 -7.3597 0.323
H -1.3815 -0.6559 -7.9124 0.365
H -1.3779 -2.2741 -5.2322 0.271
H -2.2470 -2.6206 -6.7306 0.391
H -3.9812 -1.4447 -5.9132 0.341
H -3.0777 0.0671 -6.1203 0.454
H -4.1080 -0.4538 -3.7794 0.374
H -3.0005 -1.8106 -3.5926 0.326
H -1.0620 -0.2066 -3.3242 -0.406
H -1.9376 1.0412 -4.2587 0.387
H -1.8614 1.1040 -1.6318 0.239
H -3.1171 1.6517 -2.5312 0.300
O 1.4558 2.4688 1.6877 -0.680
S 1.2684 1.2275 0.9913 1.183
O 0.0726 0.9585 0.2378 -0.546
O 1.5329 0.0126 2.0049 -0.166
C 0.8036 -0.0128 3.2469 -0.355
C -0.6215 -0.4933 3.0502 -0.822
C 2.6605 0.9467 -0.0587 -0.852
H 0.8271 0.9671 3.7290 0.352
H 1.3273 -0.7074 3.9035 0.127
H -1.2055 0.2284 2.4772 0.384
H -1.1138 -0.6368 4.0132 0.309
H -0.6383 -1.4352 2.4977 0.205
H 3.5753 1.0936 0.5100 0.439
H 2.6043 1.6647 -0.8752 0.349
H 2.5995 -0.0683 -0.4459 0.078
O -1.3541 8.3716 -0.6103 -0.598
S 0.0229 7.9775 -0.7294 1.308
O 0.5816 7.5744 -1.9903 -0.630
O 0.3331 6.8421 0.3645 -0.309
C -0.5209 5.6908 0.3877 -0.514
C -0.1943 4.7228 -0.7312 -0.745
C 1.0430 9.2416 -0.0348 -1.027
H -1.5705 5.9923 0.3519 0.343
H -0.3580 5.2048 1.3498 0.286
H -0.4401 5.1528 -1.7039 0.434
H -0.7607 3.7967 -0.6171 0.232
H 0.8714 4.4869 -0.7415 0.188
H 0.6522 9.5097 0.9436 0.321
H 1.0071 10.0989 -0.7042 0.380
H 2.0615 8.8678 0.0404 0.330
O 1.4376 -2.8697 5.1273 -0.718
S 1.6544 -4.1410 4.4887 1.386
O 0.5628 -4.9220 3.9748 -0.616
O 2.5484 -5.0638 5.4530 -0.237
C 2.1017 -5.2664 6.8028 -0.361
C 0.9783 -6.2824 6.8834 -0.762
C 2.8532 -3.9376 3.2082 -1.171
H 1.8089 -4.3159 7.2550 0.287
H 2.9643 -5.6349 7.3585 0.301
H 0.0688 -5.9012 6.4175 0.093
H 0.7512 -6.5197 7.9234 0.402
H 1.2503 -7.2004 6.3604 0.253
H 3.7059 -3.3942 3.6061 0.316
H 2.3859 -3.3701 2.4048 0.468
H 3.1523 -4.9183 2.8472 0.339
O -3.1512 -3.1952 7.2287 -0.661
S -3.5317 -2.8620 5.8840 1.255
O -3.7225 -1.4974 5.4767 -0.621
O -4.8430 -3.7088 5.4922 -0.273
C -5.9799 -3.6362 6.3626 -0.374
C -6.7610 -2.3501 6.1703 -0.982
C -2.4186 -3.6411 4.7562 -0.633
H -5.6726 -3.7611 7.4036 0.334
H -6.6141 -4.4866 6.1099 0.275
H -6.1852 -1.4865 6.5051 0.293
H -7.6909 -2.3784 6.7400 0.388
H -6.9946 -2.1948 5.1160 0.263
H -2.3152 -4.6880 5.0295 0.353
H -1.4581 -3.1351 4.8361 -0.017
H -2.8114 -3.5392 3.7470 0.397
O -5.1269 6.2520 -3.1014 -0.640
S -5.2386 7.0945 -4.2606 1.246
O -4.5240 6.7962 -5.4711 -0.623
O -4.9313 8.6126 -3.8333 -0.261
C -3.7037 8.8879 -3.1397 -0.316
C -2.5201 8.9181 -4.0861 -0.997
C -6.9473 7.3218 -4.6490 -0.935
H -3.5471 8.1677 -2.3342 0.339
H -3.8215 9.8674 -2.6761 0.258
H -2.3187 7.9261 -4.4925 0.273
H -1.6225 9.2586 -3.5689 0.312
H -2.7158 9.5797 -4.9317 0.331
H -7.4790 7.6006 -3.7427 0.315
H -7.3263 6.3773 -5.0342 0.367
H -7.0340 8.0968 -5.4070 0.318
O 5.9211 -4.3002 2.3129 -0.510
S 7.2814 -4.7444 2.1638 1.108
O 7.7979 -5.1473 0.8869 -0.599
O 7.5672 -5.9074 3.2355 -0.296
C 6.6810 -7.0352 3.2678 -0.079
C 6.9649 -8.0131 2.1435 -1.036
C 8.3649 -3.5355 2.8609 -0.966
H 5.6398 -6.7036 3.2515 0.105
H 6.8467 -7.5272 4.2265 0.287
H 6.7173 -7.5802 1.1734 0.292
H 6.3749 -8.9220 2.2691 0.398
H 8.0230 -8.2767 2.1200 0.276
H 8.0036 -3.2692 3.8513 0.315
H 8.3522 -2.6656 2.2072 0.370
H 9.3682 -3.9520 2.9101 0.342
```

frontier orbital gap	9.0	eV
E_LUMO	-2.842	eV
charge	+1
DFT total energy	-4979.2967	hartree
M	919.28	g mol⁻¹

=====

3.
Entry from OMol25: 9 unconnected molecules or ions with the total composition C27H72N3O9S8 (ωB97M-V with the def2-TZVPD basis set).

```
119
Properties=species:S:1:pos:R:3:mulliken_charge:R:1
C 4.1229 -2.0155 0.9854 -0.629
C 4.4003 -1.7529 -0.6090 0.457
O 4.8840 -2.8150 -1.3119 -0.589
N 4.2214 -0.4511 -1.3576 -0.056
C 3.8250 -0.8785 -2.7867 -0.674
C 3.0318 0.3499 -0.8774 0.381
C 3.0634 1.9409 -1.3742 -0.676
C 2.7856 3.0094 -0.1528 -0.611
C 1.3341 3.7894 -0.2549 -0.590
C 0.0302 2.7967 -0.0022 0.266
C -0.5885 2.4587 -1.4824 -0.671
N -1.6798 1.4081 -1.3344 0.035
C -0.9519 0.1270 -0.8755 -0.132
C -0.3680 0.3881 0.6346 -0.662
N 0.5283 1.5985 0.7752 -0.179
H 5.1150 -2.4963 1.4323 0.279
H 3.8797 -1.0477 1.6013 0.244
H 3.2471 -2.7949 1.1276 0.218
H 3.3748 0.0256 -3.4121 0.211
H 4.7439 -1.2720 -3.4119 0.283
H 2.9800 -1.7172 -2.7195 0.247
H 2.0698 -0.1678 -1.3577 -0.213
H 2.8889 0.3853 0.2833 -0.058
H 2.4006 2.1327 -2.3296 0.124
H 4.1873 2.1281 -1.7305 0.424
H 3.6126 3.8615 -0.2739 0.357
H 2.9897 2.5499 0.9299 0.274
H 1.2838 4.6894 0.5143 0.313
H 1.2722 4.2411 -1.3546 0.064
H -0.7953 3.3780 0.6327 0.241
H 0.2302 1.9852 -2.1874 0.067
H -0.9633 3.4418 -2.0463 0.331
H -2.1462 1.2550 -2.2606 0.209
H -2.3367 1.7326 -0.5846 0.411
H -0.1066 -0.1184 -1.6814 0.121
H -1.7069 -0.7699 -0.8417 0.353
H -1.2223 0.3739 1.4678 0.334
H 0.3127 -0.5576 0.8943 0.276
H 0.5397 1.8627 1.8058 0.330
C -1.8230 -1.8405 -4.8240 -0.949
S -1.4707 -0.0844 -4.5713 0.706
O -2.7508 0.5765 -4.1504 -0.762
C -1.2033 0.3102 -6.3162 -1.119
H -2.0589 -2.2893 -3.8560 0.292
H -2.6770 -1.9587 -5.4949 0.256
H -0.9435 -2.3334 -5.2449 0.449
H -2.0951 0.0618 -6.8968 0.332
H -0.3436 -0.2506 -6.6902 0.396
H -1.0013 1.3812 -6.4034 0.349
C 4.8876 -4.7957 4.4070 -0.697
S 3.1285 -4.6201 4.0239 0.482
O 2.9130 -3.2213 3.5246 -0.577
C 2.5524 -4.6806 5.7374 -0.915
H 5.4522 -4.7471 3.4727 0.315
H 5.2100 -3.9868 5.0667 0.085
H 5.0635 -5.7625 4.8844 0.396
H 3.0162 -3.8785 6.3166 0.231
H 2.8021 -5.6509 6.1730 0.391
H 1.4668 -4.5507 5.7439 0.321
C 1.1866 7.1405 -4.1926 -0.949
S 2.7514 6.2955 -3.8617 0.431
O 2.5824 5.5144 -2.5914 -0.561
C 3.6935 7.7869 -3.4617 -0.995
H 0.4304 6.3885 -4.4307 0.288
H 0.8713 7.7039 -3.3114 0.304
H 1.3069 7.8130 -5.0452 0.403
H 3.2263 8.3112 -2.6245 0.310
H 3.7346 8.4392 -4.3372 0.400
H 4.7089 7.4923 -3.1831 0.322
C -6.0952 -1.1277 -3.8616 -0.816
S -6.2295 -2.0900 -5.3874 0.593
O -4.8419 -2.5008 -5.7853 -0.658
C -6.7109 -0.7044 -6.4458 -1.032
H -5.7649 -1.7932 -3.0602 0.323
H -5.3657 -0.3245 -3.9881 0.236
H -7.0719 -0.7112 -3.6044 0.303
H -5.9439 0.0733 -6.4159 0.291
H -7.6680 -0.3009 -6.1071 0.363
H -6.8158 -1.0701 -7.4709 0.329
C -10.3176 2.9790 -2.5446 -0.956
S -8.9108 1.8428 -2.5869 0.529
O -9.2819 0.6987 -3.4845 -0.593
C -9.0759 1.2698 -0.8793 -0.907
H -10.4285 3.4302 -3.5336 0.321
H -11.2307 2.4356 -2.2907 0.307
H -10.1313 3.7650 -1.8089 0.365
H -10.0643 0.8298 -0.7262 0.312
H -8.9291 2.1096 -0.1960 0.356
H -8.3096 0.5130 -0.6909 0.286
C 7.7543 -1.8061 8.7366 -1.029
S 6.8053 -1.3606 7.2625 0.544
O 5.8311 -2.4718 7.0003 -0.617
C 8.1712 -1.5475 6.0917 -0.980
H 7.0826 -1.7922 9.5984 0.305
H 8.1753 -2.8077 8.6227 0.408
H 8.5538 -1.0778 8.8911 0.374
H 8.5671 -2.5650 6.1379 0.300
H 8.9578 -0.8276 6.3297 0.376
H 7.7949 -1.3509 5.0841 0.292
C 5.2249 1.5756 12.0872 -1.000
S 5.0906 0.6133 10.5614 0.531
O 6.4782 0.2025 10.1635 -0.568
C 4.6092 1.9989 9.5030 -0.946
H 5.5552 0.9101 12.8885 0.315
H 5.9544 2.3788 11.9607 0.317
H 4.2482 1.9921 12.3443 0.380
H 5.3762 2.7766 9.5329 0.304
H 3.6521 2.4024 9.8417 0.381
H 4.5043 1.6332 8.4779 0.294
C -9.0137 -6.4253 -3.6290 -0.965
S -7.8875 -5.1347 -4.2104 0.557
O -8.4373 -4.6048 -5.5024 -0.599
C -6.5181 -6.2442 -4.6166 -0.878
H -9.9626 -5.9588 -3.3535 0.315
H -9.1872 -7.1564 -4.4221 0.304
H -8.5857 -6.9168 -2.7522 0.350
H -6.8427 -6.9863 -5.3500 0.318
H -6.1689 -6.7416 -3.7087 0.342
H -5.7030 -5.6503 -5.0390 0.279
```

frontier orbital gap	7.6	eV
E_LUMO	-2.300	eV
charge	+1
DFT total energy	-5098.1993	hartree
M	839.42	g mol⁻¹